1.
DFT (the ωB97M-V functional and the def2-TZVPD basis) results for a cluster of 3 separate species, C2H10N2O2 in total.

Calculated values
structure (SMILES) = [H]/N=C/NC.O.O
Kohn-Sham gap = 9.94 eV
charge = 0

Element x y z (Å)
O 1.2038 3.1689 0.8349
O -3.3901 0.6297 -2.0805
N 1.1670 -0.6421 0.4966
N -0.5701 -0.7858 2.1028
C -0.1362 -0.6240 0.9281
C 1.5572 -1.5195 -0.6304
H -2.9811 0.8909 -1.2505
H 1.9976 -2.4316 -0.2372
H 2.2832 -0.9540 -1.2068
H 0.6704 -1.7742 -1.2040
H 0.4161 3.5508 0.4657
H 1.7754 -0.7536 1.3064
H 1.1146 2.2208 0.9546
H -1.5818 -0.8653 2.1007
H -0.8243 -0.4139 0.0941
H -2.7017 0.3030 -2.6744

Force components x, y, z for each atom (eV/Å):
O 0.99 0.20 0.33
O -0.15 -0.09 -0.20
N 0.55 0.08 1.14
N 0.62 -0.42 0.40
C -1.17 -0.22 -1.26
C -0.21 0.89 0.77
H 0.20 -0.06 -0.17
H 0.05 -0.16 -0.13
H 0.01 -0.34 -0.40
H 0.08 0.06 -0.22
H -0.57 -0.23 -0.16
H 0.02 -0.04 -0.27
H -0.41 -0.03 -0.19
H 0.01 0.56 0.07
H 0.04 -0.37 -0.08
H -0.04 0.17 0.37

---

2.
DFT (the ωB97M-V functional and the def2-TZVPD basis) results for a cluster of 3 separate species, C2H10N2O2 in total.

Calculated values
structure (SMILES) = N/C=C/N.O.O
Kohn-Sham gap = 8.41 eV
charge = 0

Element x y z (Å)
O 0.9298 -1.0061 -1.5231
O -1.5241 0.2205 -2.1972
N 1.8927 -0.2304 1.2296
N -1.6916 0.6398 0.5486
C 0.4930 -0.1843 1.3955
C -0.2827 0.7644 0.8303
H 0.9580 -0.8273 -0.5221
H 2.3565 0.6527 1.1596
H 0.9263 -1.9193 -1.5327
H -2.3320 0.0740 1.1190
H 2.2732 -0.8645 1.9503
H -2.0373 0.6542 -0.3798
H -0.5532 0.1133 -2.3441
H 0.1155 1.8296 0.7559
H -1.6222 0.7624 -2.9063
H 0.0982 -0.6790 2.4166

Force components x, y, z for each atom (eV/Å):
O 0.23 3.01 2.03
O 2.00 -1.96 1.77
N -0.11 -1.28 1.54
N -0.03 0.35 2.72
C -1.07 0.29 2.90
C -1.62 0.69 -0.21
H 0.02 -0.01 -2.12
H 0.44 0.45 -0.03
H -0.05 -3.06 -0.45
H 1.12 0.21 -0.06
H 0.20 0.98 -0.68
H 0.63 0.19 -0.97
H -0.46 -0.92 1.27
H -0.09 -1.63 -1.17
H -1.69 2.81 -3.38
H 0.48 -0.11 -3.14

---

3.
DFT (the ωB97M-V functional and the def2-TZVPD basis) results for a cluster of 2 separate species, C2H10N2O2 in total.

Calculated values
structure (SMILES) = NCO.NCO
Kohn-Sham gap = 10.16 eV
charge = 0

Element x y z (Å)
O 1.9183 0.8022 -1.7232
O -1.9444 -1.3417 2.3501
N -0.4220 1.3648 -2.4775
N 0.3059 -0.8976 1.7377
C -0.7806 -0.5155 2.5231
C 0.6989 0.4786 -2.5600
H -0.7935 1.3222 -1.6249
H 0.8868 0.1459 -3.5845
H 1.6479 1.4263 -1.1200
H 0.4532 -1.9145 1.7194
H -1.0726 0.4868 2.2760
H -0.5109 -0.4833 3.6070
H -0.1277 2.2645 -2.6556
H 1.1805 -0.5658 2.0545
H -1.8957 -2.0084 1.6275
H 0.4560 -0.5644 -2.1496

Force components x, y, z for each atom (eV/Å):
O -0.34 -2.08 -4.01
O 0.39 -0.41 -0.17
N 2.05 -2.19 -3.24
N 0.77 -2.09 -2.10
C -1.35 -0.20 1.69
C 0.32 -3.09 1.84
H -2.05 -0.16 4.20
H 1.02 1.25 -0.07
H -1.02 2.23 2.19
H -0.41 0.45 0.13
H -0.19 0.70 -0.29
H -0.57 -0.38 -0.36
H 0.51 2.47 -0.73
H 0.85 0.88 0.42
H 0.49 1.07 0.65
H -0.46 1.54 -0.14

---

4.
DFT (the ωB97M-V functional and the def2-TZVPD basis) results for a cluster of 3 separate species, C2H10N2O3 in total.

Calculated values
structure (SMILES) = NCNC=O.O.O
Kohn-Sham gap = 10.33 eV
charge = 0

Element x y z (Å)
O -1.5430 2.3858 -1.1856
O 1.8711 -1.4661 1.0776
O -0.6257 -0.7216 2.3352
N -0.4331 -0.9251 -1.3497
N -0.1288 1.0393 -0.0220
C -0.9860 2.0892 -0.1591
C 0.2980 0.3375 -1.1881
H -1.4207 -0.7554 -1.5014
H -0.1019 -1.4512 -2.1473
H 1.5666 -1.6737 0.1909
H -1.1647 2.7320 0.7090
H 0.2110 0.9578 -2.0778
H -0.0832 0.7170 0.8942
H 2.4214 -0.6833 1.0246
H -1.3444 -1.3557 2.4149
H 1.3586 0.0835 -1.1114
H 0.1049 -1.3099 2.0959

Force components x, y, z for each atom (eV/Å):
O -0.20 0.21 -0.94
O -0.05 -0.33 0.39
O -0.02 -0.51 0.13
N 0.05 -0.25 0.27
N -0.53 2.07 -1.51
C -0.18 0.11 -0.23
C 0.14 -1.10 -0.35
H 0.03 0.13 0.05
H 0.10 0.08 -0.12
H -0.11 0.10 -0.19
H 0.24 -0.42 0.61
H -0.20 0.48 0.31
H 0.58 -1.31 1.62
H 0.07 0.11 -0.14
H -0.34 0.27 0.06
H 0.01 0.02 0.14
H 0.43 0.34 -0.12

---

5.
DFT (the ωB97M-V functional and the def2-TZVPD basis) results for a cluster of 3 separate species, C2H10N2O3 in total.

Calculated values
structure (SMILES) = NCNC=O.O.O
Kohn-Sham gap = 9.43 eV
charge = 0

Element x y z (Å)
O -1.5566 -1.6477 -0.9102
O 2.6043 0.9340 1.2078
O -1.6030 -4.9743 -1.1028
N 0.9918 1.4030 -0.3635
N 0.7714 3.1665 1.3132
C 0.1255 2.1438 0.6013
C 2.0310 0.6796 0.1806
H -0.3261 1.3989 1.2572
H 0.6395 4.1358 1.0997
H -2.3374 -4.4972 -0.6971
H 0.5183 0.8481 -1.0614
H 1.0077 2.9998 2.2728
H -1.6460 -5.7981 -0.6012
H -0.6858 -1.8677 -1.2455
H -0.6904 2.5389 -0.0090
H -2.0535 -1.1862 -1.5888
H 2.2094 -0.2771 -0.3531

Force components x, y, z for each atom (eV/Å):
O -0.23 0.06 0.55
O 0.21 0.07 0.18
O -0.40 -0.26 0.47
N 0.65 -0.31 0.56
N 0.34 0.34 0.47
C -0.54 -0.07 -0.85
C -0.75 -0.44 0.05
H 0.12 0.04 0.28
H -0.25 -0.09 -0.28
H 0.14 0.43 -0.25
H -0.31 0.26 -0.02
H 0.11 -0.16 -0.08
H 0.33 -0.11 -0.24
H -0.04 -0.06 -0.31
H 0.04 0.05 0.01
H 0.23 -0.05 -0.23
H 0.35 0.30 -0.31

---

6.
DFT (the ωB97M-V functional and the def2-TZVPD basis) results for a cluster of 2 separate species, C2H10N2S2 in total.

Calculated values
<S²> = 0.753
Kohn-Sham gap (alpha / beta) = 3.47 / 7.91 eV
multiplicity = 2
charge = -1

Element x y z (Å)
S -0.8692 -1.7876 -0.3519
S -2.0480 -0.6504 -1.6340
N 2.6457 1.9107 0.7227
N 2.3800 -0.3823 0.8475
C 1.8400 0.8713 0.2371
C -3.7124 -0.2755 -0.8079
H -1.5183 -2.9483 -0.3583
H 3.4429 2.1356 0.0755
H 1.7109 0.7956 -0.8684
H 1.6165 -0.8741 1.4178
H -3.7522 -0.8613 0.0747
H 2.9238 1.4685 1.5540
H 2.7359 -0.9765 0.0787
H -4.5131 -0.4369 -1.3407
H -3.7516 0.7750 -0.3020
H 0.8692 1.2362 0.6551

Force components x, y, z for each atom (eV/Å):
S 1.79 -1.28 2.22
S -2.89 1.91 -1.85
N 1.89 3.08 -2.29
N -1.82 -0.71 -0.11
C -1.97 -1.06 -0.06
C 5.13 3.06 3.72
H -0.11 -0.35 -0.15
H -0.73 -0.58 1.37
H 0.33 0.21 0.78
H 1.46 0.47 -1.65
H 0.06 -1.15 0.74
H 1.49 0.18 1.38
H -0.69 0.02 1.01
H -4.08 -0.83 -3.25
H 0.14 -1.34 -1.39
H -0.02 -1.65 -0.44

---

7.
DFT (the ωB97M-V functional and the def2-TZVPD basis) results for a cluster of 2 separate species, C2H10N2S2 in total.

Calculated values
structure (SMILES) = CSS.NCN
Kohn-Sham gap = 9.30 eV
charge = 0

Element x y z (Å)
S -0.6044 1.6558 2.0180
S 1.2800 1.5898 1.1987
N 0.1887 -2.3776 0.7390
N -0.5357 -0.7383 -1.0394
C 1.0997 2.6225 -0.2719
C -0.5174 -2.0678 -0.5068
H 0.7772 3.6079 0.0522
H -1.1779 0.9597 1.0270
H -0.3535 -3.0861 1.2197
H -1.1882 -0.1352 -0.5822
H 2.0898 2.7965 -0.6974
H 0.1680 -0.4077 -1.6664
H -0.2142 -2.7055 -1.3473
H -1.5815 -2.3525 -0.4566
H 0.4305 2.1761 -0.9988
H 0.1389 -1.5377 1.3124

Force components x, y, z for each atom (eV/Å):
S 0.18 0.17 -0.25
S 0.22 -0.17 0.01
N 0.00 0.72 -0.25
N -0.14 -0.57 0.79
C 0.29 0.55 0.46
C -1.25 -0.78 -1.68
H -0.41 0.03 -0.14
H -0.22 -0.12 0.18
H 0.13 -0.03 0.11
H 0.24 0.56 -0.39
H 0.03 -0.41 -0.04
H 0.11 0.24 0.26
H 0.67 -0.13 0.41
H 0.03 0.06 0.49
H -0.05 0.02 -0.07
H 0.17 -0.13 0.09

---

8.
DFT (the ωB97M-V functional and the def2-TZVPD basis) results for the ion C2H10N3 with charge +1.

Calculated values
structure (SMILES) = NC[NH2+]CN
Kohn-Sham gap = 10.59 eV
charge = +1

Element x y z (Å)
N 0.6920 0.4153 0.2984
N -0.2904 -1.5238 1.3468
N -0.4149 1.2584 -1.8133
C -0.0014 -0.1518 1.5018
C -0.0097 0.0804 -1.2411
H -1.4008 1.4421 -1.8901
H 0.0734 -2.0820 0.6007
H 0.9710 1.3310 0.4312
H 0.1221 1.6939 -2.5412
H -0.9489 0.3813 1.6208
H -0.7480 -0.6285 -0.9032
H 0.6663 0.1182 2.3258
H 0.8905 -0.2601 -1.7355
H -1.1046 -1.8951 1.7920
H 1.5033 -0.1791 0.2069

Force components x, y, z for each atom (eV/Å):
N -1.10 -4.20 -1.03
N 0.34 -0.38 -0.14
N -0.99 -0.09 -0.05
C -0.68 0.99 0.01
C 1.11 1.99 0.91
H -0.04 0.06 0.12
H 0.27 -0.09 0.06
H 0.55 2.53 0.12
H 0.22 -0.18 -0.02
H 0.20 0.30 0.14
H -0.22 -0.20 -0.48
H -0.08 -0.25 0.19
H -0.18 -0.76 -0.03
H -0.19 0.04 0.01
H 0.81 0.25 0.20

---

Computed values of energy above the lowest of the compared OMol25 structures with the same formula, charge and spin (unit: kJ/mol) for the preceding records, in sequence: 91.8 260.3 192.0 91.4 147.3 173.0 65.0 177.4.
Computed values of E (unit: Eh) for the preceding records, in sequence: -342.15889 -342.09473 -342.12074 -417.43872 -417.41744 -987.99915 -988.05015 -246.19109.